1.
DFT (the ωB97M-V functional and the def2-TZVPD basis) results for a molecular structure, C34H46InN5O2Se in a non-equilibrium geometry.

Values from the calculation:
DFT total energy   -4338.9858 Ha
HOMO-LUMO gap   8.135 eV
E_HOMO   -7.97 eV

The geometry in XYZ format:
```
89
Properties=species:S:1:pos:R:3:forces:R:3
C 4.876121 -0.386929 -1.154051 -0.60 0.34 0.22
C -3.059831 5.824950 3.461749 -2.63 1.76 0.25
H 3.590969 -3.257500 2.266647 -0.07 -0.65 -0.34
C 4.275088 0.949948 -1.748037 0.75 -0.21 0.26
C 0.603319 2.198306 0.190688 -0.88 0.12 -0.19
C 2.082132 -4.592159 1.245203 0.97 -0.38 0.85
H 1.673169 -5.078545 3.373169 -0.21 0.01 -0.11
H -3.096784 -1.954647 -1.015853 -0.14 -0.21 0.09
H 5.219592 -0.115343 -0.142288 -0.31 -0.47 -0.08
H 1.557879 5.290199 0.205993 0.97 0.42 -0.22
H 2.869280 0.282650 -3.249032 0.06 -0.59 0.17
H -2.720103 -3.859466 2.788762 -0.20 -0.51 -0.38
C 2.660961 0.813020 0.246674 -0.33 0.10 -0.44
C -2.185418 3.761601 3.472901 0.01 -1.34 1.19
H 2.633545 2.970084 -2.375475 -0.17 -0.93 1.01
N -3.480618 1.709255 0.698299 -1.25 -0.53 -0.69
C 0.318022 -1.278718 1.876595 0.74 0.65 0.51
H -2.279261 -5.378165 0.760093 0.43 -0.28 0.52
H -0.923377 3.295006 -2.583129 -0.57 -0.05 -0.06
C -5.596157 1.711901 -0.062115 0.13 -0.39 0.23
C 2.128092 -5.386859 -0.073741 -1.48 -0.07 0.32
C 3.838208 0.779429 -3.209287 0.11 -2.00 0.65
H -2.350419 -4.698738 -0.861730 -0.05 -0.15 -0.03
H -4.545904 -2.872133 -0.506675 0.98 0.82 0.76
H 5.115903 2.933171 -2.175743 -0.95 2.14 -1.55
H 0.144796 4.547236 0.730752 -0.58 0.56 0.03
C 3.056623 1.345313 -0.965249 -0.61 0.57 0.42
C 1.299199 -2.246352 1.829661 0.18 -0.57 -0.19
C -0.250837 -3.722611 0.744870 -0.01 2.80 1.17
H 2.484630 -4.752867 -0.871678 -0.39 0.27 -0.48
Se 0.869006 0.492812 2.498392 -0.05 -0.43 -0.69
H 3.303375 0.058888 0.720944 -0.71 0.35 0.05
H -2.698882 1.378387 -1.307556 1.12 0.07 -0.04
H -5.183717 1.904610 2.096834 0.55 -0.26 -0.82
N -2.115395 4.963359 3.798494 0.41 0.47 -0.62
C -3.483261 1.554686 -0.621232 -1.12 0.46 0.25
H -3.878327 -1.417447 0.420063 -0.48 0.38 0.40
H -6.655022 1.648307 -0.211493 -0.19 0.22 0.10
H 4.564388 0.170698 -3.748248 0.02 0.12 -0.18
H 2.385361 5.088848 -2.101297 -0.97 0.22 -0.05
C -3.632392 -2.309885 -0.117128 -0.52 -0.31 -2.22
C -3.353127 -3.322623 2.072303 -0.43 -0.02 1.27
H -0.379736 -4.659680 0.300254 -0.71 -1.01 -0.59
N -4.735049 1.606299 -1.117707 -0.10 -0.90 -0.37
C -4.829301 1.739847 1.062779 0.03 0.84 0.59
C 2.277709 2.402602 -1.471019 0.67 1.18 -1.46
H 0.779606 5.822538 -2.608399 -0.04 1.41 -0.21
H 0.829702 -6.147593 2.111949 1.00 0.76 0.79
H 4.176004 -1.284046 -1.132458 0.57 1.36 0.07
C 1.316620 4.941043 -2.391300 1.05 -2.10 -1.12
H -1.668132 3.983442 -1.072949 0.28 0.31 -0.90
O -1.983195 -0.609163 1.632163 0.21 -1.19 -0.12
C -0.949652 4.156158 -1.907795 0.24 -1.05 0.44
C -5.083476 1.307410 -2.531468 -0.17 0.31 0.13
H 1.130969 -5.873809 -0.287669 1.03 0.71 -0.09
H 1.340196 4.356865 -3.355651 -0.01 0.48 0.69
C 1.409633 1.230930 0.762110 0.72 -0.82 1.21
N -2.193087 2.568582 3.472490 -0.29 0.99 0.04
H 6.306924 1.677326 -2.080931 -0.89 0.59 0.51
C -2.781958 -4.665255 0.142426 -1.01 0.87 -0.91
C 3.511063 -4.009644 1.457115 -0.59 0.01 0.85
H 4.232037 -4.789555 1.692308 -0.05 -0.20 -0.09
C -0.993512 -1.517198 1.480325 -0.74 0.76 -0.39
H 3.813560 -3.533223 0.553084 0.40 0.52 -0.73
H -4.630581 0.332887 -2.836065 -0.85 0.59 0.36
H 5.783091 -0.730928 -1.637116 0.12 0.20 -0.57
C -1.292790 -2.728572 0.862697 0.78 -2.48 0.23
C 5.348942 2.097223 -1.636840 1.44 -3.88 -0.50
O -0.640641 2.497595 0.600131 0.64 -0.26 -0.14
C 1.127730 2.899468 -0.925202 -0.55 -0.47 0.32
H 2.827656 -6.195131 -0.038714 0.57 -0.58 0.41
H -3.839367 -5.009801 0.081962 0.61 0.38 -0.05
In -1.695254 1.331688 1.935543 0.78 0.45 -0.45
H -4.385979 -3.712127 2.051016 0.50 -0.30 -0.13
H 0.017726 6.041661 -0.326872 0.16 -0.16 0.44
H 3.612677 1.645947 -3.744288 0.29 1.81 -0.69
H -4.574022 2.072255 -3.111849 -0.19 0.07 -0.29
H -1.132096 5.038683 -2.537625 -0.29 -0.15 0.57
C 1.022362 -3.501765 1.269603 0.10 0.64 -0.42
N -3.961578 6.573777 3.346288 2.14 -1.44 -0.09
C 1.773004 -5.575169 2.407440 -0.81 -0.83 -1.09
H -3.460338 -2.378304 2.560941 0.00 1.03 0.05
C 0.555639 5.108251 -0.108586 -1.16 -0.46 0.17
H 2.303339 -2.044254 2.214300 -0.67 0.20 -0.18
H -6.208293 1.406302 -2.712843 1.73 -0.42 0.44
C 0.475521 4.203224 -1.349963 1.27 1.13 0.27
C -2.742004 -3.203568 0.692927 0.23 -1.54 0.41
H 5.553939 2.404868 -0.647357 0.12 0.06 1.29
H 2.573564 -6.319762 2.482766 -0.07 0.08 0.02
```
Positions in Å, forces in eV/Å.

Atom charges from the Löwdin analysis, given in e for atoms 1 to 4:
1 C -0.054
2 C -0.365
3 H 0.076
4 C -0.508

2.
DFT (the ωB97M-V functional and the def2-TZVPD basis) results for a molecular structure, C34H46N4O11SSiV.

Values from the calculation:
Charge   -2
Relative energy (zero: lowest compared OMol25 entry of this formula, charge and spin)   0.000 eV
2S+1   2
DFT total energy   -4001.9369 Ha
HOMO-LUMO gap (alpha / beta)   7.211 / 7.289 eV
E_HOMO (alpha / beta)   -3.38 / -3.46 eV

The geometry in XYZ format:
```
98
Properties=species:S:1:pos:R:3:forces:R:3
O 1.786595 1.475847 0.235167 -0.04 -0.12 0.01
C -2.098716 0.549195 4.936708 0.00 -0.02 0.00
H -0.808242 3.720539 -2.725308 0.03 0.00 0.00
C -1.178483 0.162155 3.980075 0.08 0.13 0.07
H -0.889769 -0.752105 -6.347561 0.00 0.00 0.00
H 2.755195 -4.661898 -2.609112 0.00 0.00 -0.01
O 3.496469 0.640118 5.379998 -0.02 0.00 0.01
H -0.388830 -2.421597 -5.999838 0.00 0.00 0.00
C 3.663021 1.753097 5.823538 -0.03 -0.02 0.03
C 3.329256 4.295411 5.479890 -0.04 0.05 0.03
H 1.821353 4.785913 1.690479 -0.01 0.01 0.00
C 4.067600 5.086778 6.533852 0.02 -0.01 -0.04
H 5.878078 0.152904 -0.993215 0.00 0.00 0.00
C -3.502109 -4.105716 -0.344095 -0.01 -0.01 -0.01
C -1.006512 3.725206 -0.530805 0.02 -0.03 -0.06
N 0.146903 2.099378 -1.740573 0.19 0.28 -0.01
O -0.348063 -3.980824 -1.462752 -0.02 0.01 0.04
C 1.950136 -3.986291 -2.307786 -0.01 0.00 0.00
H -4.131974 -4.232465 -1.228198 0.01 -0.01 0.00
C 3.118636 2.971634 5.156459 0.01 0.06 -0.01
H -3.757606 1.841174 5.406138 0.00 0.00 0.00
H -1.858604 -1.420912 1.078788 0.00 -0.01 0.01
O 4.665869 4.423670 7.425366 -0.01 0.00 0.01
C -2.757860 -1.959062 -4.690480 -0.01 0.00 -0.01
H -2.071837 -0.042228 -2.837813 0.00 0.00 0.00
C 1.189895 4.518930 2.542842 0.05 0.00 -0.01
C -3.042471 1.530238 4.654808 -0.01 0.01 -0.01
H 1.218021 2.881776 -3.299054 0.01 0.00 -0.01
H -1.904306 4.346989 -0.447217 -0.01 0.00 0.01
Si -0.770265 -2.413874 -1.789816 -0.08 -0.16 0.06
C -2.140273 1.736385 2.416401 -0.09 -0.09 -0.01
N 2.623311 4.996103 4.544059 0.04 -0.03 -0.01
H -2.683487 -2.945734 -5.153788 0.00 0.00 0.01
V -0.071386 1.060400 0.131555 -0.40 -0.60 -0.08
H -2.947048 3.184304 1.064569 0.13 0.12 0.17
H 1.722553 -3.317979 -3.140142 0.00 0.00 0.01
H -2.811289 -2.656814 1.925381 -0.01 0.00 0.00
C 0.210973 -5.590018 -3.125884 0.00 0.00 0.01
O 4.007272 6.322195 6.411292 -0.02 0.00 0.02
H 2.619343 6.003306 4.544001 -0.01 0.01 0.02
C 1.211559 2.221022 -2.424894 -0.01 -0.09 0.03
H 4.463831 2.955928 7.164058 0.00 0.00 0.00
H -3.265880 -1.280486 -5.381303 0.00 -0.01 -0.01
C 3.953267 0.769196 -0.334866 0.00 -0.04 -0.02
H 0.563017 5.380422 2.785804 -0.01 -0.01 0.00
H 0.557118 3.688666 2.236545 0.00 0.01 0.00
H -1.880138 2.452217 -2.037668 0.01 -0.01 -0.04
N 2.299094 2.878516 4.048381 0.16 -0.04 0.18
H 0.996469 -6.234911 -3.529449 0.00 0.00 0.01
C -2.219769 -2.446631 1.030727 0.02 0.01 -0.01
H -1.874893 0.657612 -4.463040 -0.02 -0.01 0.00
C 0.717849 -4.799425 -1.919434 0.00 -0.02 -0.06
C -2.228433 2.354246 1.045699 -0.15 -0.10 -0.27
O -2.358782 -2.299523 -1.403629 -0.01 0.00 0.01
H -0.457098 0.292162 -3.451714 -0.03 -0.01 -0.02
O -0.280135 0.357997 1.820192 0.25 0.25 0.25
C -0.475703 -1.415632 -5.583912 -0.01 0.01 -0.02
H 0.522354 -1.066055 -5.313847 0.00 0.00 0.00
C -3.073949 -2.646087 -0.213902 0.02 0.04 -0.01
C 4.688179 0.861312 -2.640003 0.00 0.00 -0.01
H 1.418849 -5.161444 0.084546 0.00 0.00 0.00
C -1.453164 -0.044760 -3.738077 0.05 0.01 0.03
C -1.364739 -1.437730 -4.345182 -0.05 -0.06 0.02
C -1.174649 0.761326 2.717918 -0.09 -0.09 -0.08
H -0.639799 -6.209645 -2.834155 -0.01 0.01 0.00
H 3.266411 1.652774 -4.033949 0.01 0.00 0.00
C -3.052044 2.109773 3.394853 -0.01 -0.02 0.00
H -4.066136 -4.417082 0.538850 -0.01 -0.01 0.00
H 2.288561 -3.375753 -1.471332 0.00 -0.01 0.00
O -1.819006 0.628653 -0.443060 0.05 -0.01 0.11
H 4.123796 0.542952 0.709547 0.00 0.01 0.00
C 2.685698 1.262731 -0.692374 0.05 0.14 -0.02
C 2.456629 1.578581 -2.053992 -0.01 0.02 0.00
H -3.790417 2.869077 3.155606 0.00 0.00 0.00
H -2.621960 -4.740962 -0.449391 0.00 0.00 0.01
C 4.918526 0.557888 -1.293443 0.00 0.00 0.02
H -3.979115 -0.695287 -0.055007 0.03 0.02 0.00
H -4.857610 -1.828947 -1.101739 0.00 -0.01 0.00
H 0.160910 -6.282472 -0.458055 0.00 0.00 0.00
H 5.458241 0.692322 -3.381406 0.00 0.00 0.00
C 3.466912 1.388296 -3.000217 0.01 0.01 0.01
C -4.291236 -1.731453 -0.171718 -0.03 -0.04 0.01
C 2.022965 4.110264 3.707702 -0.06 -0.03 -0.07
N -0.951057 2.729809 0.532620 -0.06 0.02 -0.04
O -0.761079 -2.360622 -3.447060 0.10 0.08 -0.02
C -0.961960 3.021303 -1.894245 -0.02 -0.02 0.00
H -0.416514 -0.576783 4.189151 0.00 0.00 0.00
H 1.823759 -6.458724 -1.060988 0.00 0.01 0.00
H -1.355125 -3.114266 1.020603 0.00 0.01 0.00
H -2.072062 0.088502 5.917199 0.00 0.00 0.00
O -2.856189 1.482837 0.072097 -0.01 0.09 -0.03
H -0.129983 4.378802 -0.456227 -0.01 0.01 0.03
O 4.342846 1.958494 6.944954 0.04 0.00 -0.02
C 1.055887 -5.738854 -0.766578 0.00 0.01 0.00
S 0.568232 -1.149437 -0.846013 0.01 0.27 -0.20
H -0.115826 -4.894568 -3.899811 0.01 0.00 0.00
H -4.941067 -2.005256 0.664133 0.01 0.02 0.00
H -3.346790 -2.047012 -3.777428 0.00 0.01 0.00
```
Positions in Å, forces in eV/Å.

Atom charges from the Löwdin analysis, given in e for atoms 1 to 4:
1 O -0.184
2 C -0.099
3 H 0.115
4 C 0.003

3.
DFT (the ωB97M-V functional and the def2-TZVPD basis) results for a molecular structure, C34H46N4O4PdS in a non-equilibrium geometry.

Values from the calculation:
Charge   +2
DFT total energy   -2368.5512 Ha
HOMO-LUMO gap (alpha / beta)   4.168 / 4.228 eV
E_HOMO (alpha / beta)   -14.16 / -14.19 eV

The geometry in XYZ format:
```
90
Properties=species:S:1:pos:R:3:forces:R:3
H -2.928500 0.795900 7.533900 -0.05 -0.05 0.10
C -0.069400 -6.426400 -0.690700 -0.01 0.55 -0.11
C 0.152100 -3.081400 1.180500 0.00 -0.47 -0.03
H 1.738300 1.585700 6.236400 -0.15 0.01 0.02
N -0.008100 0.174200 2.005300 0.04 -0.45 1.15
H -3.475500 -0.971100 -0.526200 -0.13 -0.09 -0.07
H -3.126200 -2.501100 5.716700 -0.04 -0.13 -0.01
H 0.043200 -8.304600 0.033300 0.00 0.14 0.04
C -3.294300 -0.333800 5.729500 -0.13 -0.10 0.15
H 5.382400 -0.630600 5.516600 0.11 -0.07 -0.06
H -4.769300 2.348100 0.676100 -0.04 0.15 0.01
C 2.823300 1.556800 6.281500 -0.04 0.01 -0.23
H -6.272300 -0.846700 1.964800 -0.10 -0.11 0.07
H -1.580800 0.860100 6.402700 0.14 0.00 0.02
O -1.933700 0.417100 0.329900 -1.95 0.06 2.42
C -2.954500 -0.172200 4.265400 0.86 -0.05 0.55
H -5.200400 -1.043600 -0.855800 -0.14 0.00 -0.05
H -6.849300 0.120700 0.612000 -0.03 -0.02 -0.04
H -0.852200 -0.373200 4.596500 -0.01 0.06 0.11
H -5.267500 0.588300 5.677800 -0.14 0.13 -0.05
C -0.143600 -2.681500 -1.052300 -0.02 -0.34 -0.18
H 5.386000 1.144200 5.416800 0.12 0.09 -0.05
N 0.057400 -7.327800 0.291500 0.05 -0.54 0.45
C 0.133900 -4.459500 0.998300 -0.01 0.18 -0.09
H 6.345200 0.938800 1.787600 0.14 0.10 0.09
H 3.211500 2.430900 5.765100 0.02 0.18 0.02
H -0.246400 -1.940800 -1.843500 0.02 -0.14 0.07
H -3.042700 1.791900 6.084200 -0.02 0.17 0.04
C -4.798700 -0.335000 6.004600 0.16 0.04 -0.13
C -3.943900 -0.009200 3.283100 -0.56 0.31 -1.61
H -4.972800 -0.043000 3.596900 -0.11 -0.02 -0.09
H -5.378200 1.484400 -0.736800 -0.10 -0.02 -0.02
O -0.201600 -6.717800 -1.855800 -0.02 -0.03 -0.16
C 4.306400 -1.111100 -0.110300 -0.25 -0.02 0.04
H -3.003400 -1.757100 7.309200 0.00 -0.01 0.10
H 0.157400 -7.094900 1.262800 -0.01 0.00 -0.11
C 4.540200 1.388900 -0.217500 -0.26 0.11 -0.09
C 1.249200 0.238100 2.528300 -1.52 -0.24 1.06
H 3.122500 1.611300 7.324000 0.04 -0.02 0.10
C -4.714000 0.187500 0.848700 -0.37 -0.02 0.19
H 5.014700 -1.224900 -0.925300 0.13 0.00 -0.04
H 6.204600 -0.831500 1.836600 0.10 -0.12 0.12
H -0.302200 -4.408800 -2.336100 -0.01 -0.01 -0.04
C 6.076400 0.052800 1.217700 -0.39 0.03 -0.02
C -0.176100 -4.037600 -1.329700 0.02 -0.03 0.08
H 3.137500 -0.934700 7.412500 0.02 0.00 0.09
C -4.459500 -1.025100 -0.062600 0.23 -0.08 -0.01
C 3.967000 0.256600 3.166200 0.47 0.01 -1.74
H 0.929600 0.242300 4.645100 0.01 -0.05 0.01
C -4.614400 1.482900 0.035900 0.33 0.11 -0.05
Pd -0.041600 0.418000 0.034400 0.11 0.54 -0.13
O 0.070300 3.189700 -0.139400 0.07 1.74 0.36
N 0.017300 -2.216500 0.185600 0.01 0.37 -0.04
S 0.036100 2.860600 -1.563300 -0.06 -2.27 1.04
H 5.291900 1.318600 -1.000500 0.09 0.00 0.01
C -6.130400 0.087800 1.426500 0.37 -0.03 -0.05
H 1.738300 -0.988800 6.350500 -0.15 0.02 0.00
C -1.615300 -0.160900 3.870100 0.58 -0.02 -0.08
N -0.029800 1.346900 -1.668300 -0.15 0.44 -2.24
H 0.283800 -2.664400 2.171800 0.02 0.00 0.13
H 3.306700 -1.047400 -0.540200 0.17 -0.15 -0.07
C 2.824500 -0.959800 6.372400 -0.03 0.00 -0.20
C -1.253500 0.092600 2.556800 1.56 -0.21 1.14
C 3.636200 0.266500 1.827200 1.80 -0.14 0.32
H 6.761300 -0.024900 0.377400 0.01 0.00 -0.05
H -4.960100 -0.417300 7.075200 -0.01 -0.02 0.09
H -5.289400 -1.181700 5.533100 -0.14 -0.10 -0.08
H -3.642800 1.565400 -0.449500 -0.21 0.15 -0.05
H -1.633300 -1.700900 6.208800 0.14 0.02 0.00
C -2.717800 -1.656200 6.266000 0.06 0.03 -0.23
O 1.854100 0.430900 0.262800 1.97 0.13 2.35
C 1.659000 0.228000 3.854000 -0.42 0.22 0.08
H -6.339900 0.922400 2.090500 -0.11 0.11 0.10
C 3.013900 0.252000 4.195900 -1.02 0.09 0.56
H 3.202900 -1.875400 5.923700 0.03 -0.13 0.00
C -0.035400 -4.954100 -0.289800 -0.01 0.10 -0.18
C 4.640200 0.158300 0.693000 0.35 -0.02 0.10
H 4.362900 -1.993000 0.525900 0.04 -0.14 0.00
C -3.662500 0.161400 1.944100 -1.89 -0.20 0.37
H 0.257100 -5.096500 1.861200 0.00 -0.07 0.04
H 5.111000 0.343300 6.949500 0.00 -0.01 0.05
C 3.402900 0.273700 5.655600 0.15 -0.03 0.23
C -2.664800 0.853400 6.481900 0.05 0.07 -0.19
H 3.562700 1.446500 -0.694500 0.20 0.11 -0.04
H 5.006700 0.241200 3.439200 0.15 -0.03 -0.05
C -2.296400 0.246600 1.554100 1.21 0.23 -2.69
H -4.531100 -1.953600 0.501500 -0.05 -0.12 0.00
C 4.915800 0.281600 5.881700 -0.12 -0.02 -0.13
H 4.710500 2.301000 0.350100 0.07 0.14 -0.01
C 2.257100 0.326000 1.481100 -1.21 -0.01 -2.49
```
Positions in Å, forces in eV/Å.

Atom charges from the Löwdin analysis, given in e for atoms 1 to 4:
1 H 0.105
2 C -0.499
3 C -0.143
4 H 0.079